Record 1
279
Properties=species:S:1:pos:R:3:forces:R:3 method="wB97M-V/def2-TZVPD" multiplicity=1 orbital_gap_ev=4.581 e_lumo_ev=-4.88 e_homo_ev=-9.460 charge=+2
N 1.31055 0.09808 -1.56128 -2.70 1.00 0.99
O 1.24376 -0.45000 -2.68887 0.77 0.22 1.31
O 0.48408 -0.12152 -0.63388 -0.26 -1.91 -0.87
O 2.05211 1.05311 -1.28763 2.43 0.47 -1.36
C 2.53205 -0.21952 4.00329 1.23 2.66 -0.56
O 3.37363 -0.16979 5.17432 -0.39 -0.91 1.95
O 2.97033 0.80857 3.17298 -0.73 -2.49 0.56
C 2.57066 -1.68870 3.46963 0.67 0.75 0.96
F 2.08629 -1.79001 2.25505 -1.26 -0.03 -1.65
F 3.78547 -2.24578 3.36698 0.55 -0.04 0.53
F 1.81961 -2.51008 4.27005 0.27 0.09 -0.26
C 2.85572 -0.63621 6.46416 0.73 -0.23 1.04
C 3.92748 -0.44942 7.56752 0.41 0.92 -1.06
H 4.15951 0.61552 7.58072 0.11 0.13 -0.06
H 3.61835 -0.62545 8.59783 -0.36 -0.58 -0.27
H 4.86094 -0.96284 7.33693 -0.08 -0.23 0.11
H 2.54405 -1.67932 6.51793 0.12 -0.21 -0.78
H 2.01562 -0.10030 6.90588 -0.48 0.59 -0.98
H 1.50979 -0.07032 4.35089 -0.60 -0.12 0.00
C -5.26695 0.20721 5.17032 -2.12 -3.15 -0.91
O -4.34238 0.34531 4.05923 -0.09 0.61 0.03
O -5.52589 -1.12404 5.50143 1.55 1.12 -0.68
C -4.85408 1.12971 6.30963 1.04 -1.03 1.76
F -4.90045 0.69428 7.58208 -0.97 -1.60 0.32
F -3.60063 1.51282 6.24385 2.75 0.54 -1.24
F -5.54116 2.21896 6.33355 -2.16 2.45 -0.73
C -4.54937 1.42782 3.08388 0.55 -1.90 0.59
C -3.60177 1.05102 1.99003 1.49 0.61 -0.95
H -3.20518 1.95133 1.52072 -0.46 0.17 -0.59
H -2.66158 0.65255 2.37129 -0.12 -0.37 0.53
H -3.93550 0.35511 1.22032 -0.38 0.26 0.10
H -4.25265 2.41680 3.43314 -0.41 -0.05 0.52
H -5.56718 1.39018 2.69560 -0.23 0.34 0.35
H -6.22631 0.55706 4.78910 -0.20 0.96 0.01
C -0.93462 5.10896 -1.72052 1.45 -3.08 0.06
O -2.33023 4.92332 -1.68273 -0.51 2.11 0.25
O -0.41448 4.40230 -2.81392 -0.32 2.27 0.91
C -0.36605 6.60042 -1.24956 -3.16 -1.78 -1.57
F 0.86729 6.56287 -0.85451 2.02 -0.68 1.62
F -0.32684 7.37154 -2.30745 -0.65 1.61 -1.23
F -1.13532 7.20761 -0.26230 0.91 -0.79 -1.03
C -3.08513 5.85521 -2.43318 -1.71 -0.69 -0.75
C -4.47932 5.23673 -2.52221 0.29 0.27 -0.24
H -4.28930 4.17636 -2.68831 -0.55 -0.13 0.17
H -5.07025 5.43291 -1.62755 0.04 -0.35 0.04
H -5.01010 5.64704 -3.38129 -0.11 -0.02 0.00
H -2.75961 5.91920 -3.47147 0.69 0.13 0.01
H -3.22317 6.85936 -2.03225 0.77 0.07 0.42
H -0.69514 4.48169 -0.86187 0.57 0.20 1.00
C 1.23815 2.89164 -8.39386 1.51 1.76 2.06
O 0.63424 1.86980 -7.64218 0.03 -2.34 -0.03
O 2.16035 3.58503 -7.57696 -1.23 -1.21 -1.75
C 1.77727 2.43178 -9.79228 0.58 -0.03 -0.14
F 1.73435 3.42610 -10.67911 0.02 1.16 0.09
F 3.03978 2.02588 -9.73142 1.00 -0.24 0.37
F 1.14237 1.44106 -10.45119 -0.94 -0.66 0.76
C 1.32120 0.60878 -7.45693 0.42 0.99 -2.00
C 0.78188 -0.00755 -6.26622 0.31 -0.45 1.82
H 1.00161 0.62787 -5.40828 -0.54 0.30 0.21
H -0.28176 -0.21910 -6.37574 0.11 -0.27 0.33
H 1.41642 -0.86155 -6.02929 -0.55 -0.69 -0.14
H 2.41048 0.63939 -7.43159 0.25 0.97 0.37
H 1.20030 -0.07793 -8.29473 -0.62 0.20 -0.50
H 0.35523 3.47220 -8.66124 -0.13 0.61 -0.18
C -4.03680 -4.14772 -3.83527 0.14 -2.61 1.92
O -4.49064 -4.49343 -5.09521 -0.76 0.34 -0.44
O -3.93875 -5.32645 -3.06778 1.36 2.04 -0.05
C -2.68752 -3.28891 -4.04996 -2.64 -0.78 -2.94
F -2.91931 -2.27928 -5.04622 0.41 -1.35 1.01
F -2.34280 -2.59431 -3.01786 1.11 0.77 2.21
F -1.67051 -4.04270 -4.49452 -0.08 0.50 0.40
C -5.54149 -3.71143 -5.67214 1.02 -0.73 -1.52
C -5.89947 -4.47803 -6.93689 0.15 -0.33 -0.58
H -5.04086 -4.90950 -7.45141 0.54 0.53 0.22
H -6.45474 -5.39726 -6.75039 -0.63 0.36 0.23
H -6.36538 -3.82305 -7.67312 -0.46 -0.18 0.12
H -5.13740 -2.74361 -5.96903 -0.10 0.25 0.16
H -6.45750 -3.56232 -5.10050 0.22 -0.18 0.75
H -4.79526 -3.57423 -3.30239 0.03 1.30 -0.17
C -1.25388 4.44830 3.83411 0.69 -0.06 -1.77
O -0.62562 3.94456 2.56639 -0.41 1.00 1.52
C -0.07995 2.64962 2.68668 -1.20 0.27 -0.85
C 0.51768 2.12632 1.36098 1.62 0.10 1.45
N 1.94963 2.63284 1.11363 -1.30 1.77 -0.25
H 2.58973 2.19839 1.76294 0.22 -0.37 1.10
H 2.18357 2.25064 0.20848 0.14 -0.29 -0.87
C 2.04118 4.18995 1.03636 1.80 -1.13 0.39
C 3.48737 4.62236 0.56854 -1.23 0.31 0.14
O 3.58340 4.34650 -0.78000 0.19 -0.59 -0.79
C 4.54895 5.15921 -1.43791 -0.25 -1.27 -0.75
H -2.23008 3.98608 3.98070 0.17 -0.25 0.14
H -1.40247 5.52047 3.70575 -0.03 -0.13 -0.34
H -0.59091 4.35620 4.69439 0.06 -0.52 -0.02
H -0.89518 1.95803 2.89927 -0.24 -0.29 0.10
H 0.56660 2.58601 3.56190 0.71 -0.14 -0.25
H 0.03724 2.25107 0.39057 -0.62 0.30 0.53
H 0.63527 1.06133 1.56117 0.15 -0.02 -0.44
H 1.83293 4.58979 2.02876 -0.15 -0.17 -0.10
H 1.26857 4.49634 0.33116 0.28 0.11 0.02
H 4.35637 4.19278 1.06693 -0.18 -0.82 0.72
H 3.69305 5.68295 0.71329 -0.79 0.44 0.30
H 5.48753 5.21667 -0.88667 -0.14 0.66 0.48
H 4.04237 6.07525 -1.74178 0.64 0.33 0.17
H 4.84975 4.58322 -2.31304 -0.25 0.26 -0.35
C 9.25951 3.40531 8.33210 -0.60 -0.17 -0.28
O 8.20873 3.31795 7.32389 -0.68 -0.22 0.36
C 6.89527 3.51765 7.89871 -0.04 0.52 -0.89
C 5.74860 2.86569 6.97124 1.40 -0.81 -1.41
N 6.17985 2.98416 5.49529 0.77 -0.40 -0.75
H 6.17776 3.96857 5.26940 -0.19 0.42 -0.36
H 7.16243 2.75211 5.46707 0.73 -0.38 -0.07
C 5.42408 2.17058 4.37289 -1.12 -0.12 1.35
C 6.03004 2.21596 2.98662 1.82 1.14 1.01
O 7.38560 1.75160 3.09265 -1.02 -0.50 0.38
C 8.12125 1.89318 1.90969 0.68 0.28 -0.64
H 10.23444 3.42373 7.84501 -0.31 0.03 -0.21
H 9.20899 2.53141 8.98160 -0.03 -0.05 0.04
H 9.13801 4.30340 8.93772 0.00 0.10 -0.08
H 6.73235 4.59243 7.97873 -0.20 0.24 -0.26
H 6.91638 3.20481 8.94264 -0.57 -0.74 -0.16
H 4.73780 3.25860 6.86165 0.09 0.34 1.32
H 5.69308 1.78048 7.05692 -0.04 0.15 0.61
H 4.43444 2.62582 4.41132 -0.09 -0.22 -0.45
H 5.26150 1.14595 4.70727 0.28 0.10 0.32
H 6.08326 3.27910 2.75212 -0.06 0.32 -0.69
H 5.47558 1.68662 2.21171 -0.38 -0.12 0.47
H 8.22251 2.94880 1.65768 0.14 0.21 -0.06
H 7.72581 1.39242 1.02597 -0.62 -0.22 0.11
H 9.11327 1.45993 2.03733 -0.05 0.16 0.38
C 5.33262 7.24276 -4.63956 1.36 0.73 -0.40
O 4.45809 6.16331 -4.49375 -0.73 -0.17 0.93
C 3.05018 6.42848 -4.63134 0.33 -0.37 -0.96
C 2.23043 5.15829 -4.21943 0.66 0.23 -0.48
N 2.87292 3.91158 -4.74309 0.71 0.90 0.42
H 2.66532 3.80674 -5.72595 -0.74 -0.51 -1.89
H 3.87542 4.02152 -4.68822 0.66 0.29 -0.11
C 2.59594 2.70921 -3.94223 0.27 0.15 0.06
C 3.64555 1.65909 -4.34484 -1.78 0.02 0.38
O 4.88028 2.26761 -4.24037 0.76 0.16 1.44
C 5.89563 1.34927 -4.53580 0.75 0.16 -1.46
H 5.31320 8.12645 -4.00173 -1.39 -0.05 0.73
H 5.34991 7.68081 -5.63752 -0.13 -0.38 -0.37
H 6.34266 6.92132 -4.38538 0.01 -0.65 -0.46
H 2.87338 6.66705 -5.68011 -0.14 -0.38 -0.36
H 2.77886 7.37264 -4.15905 -0.25 -0.35 0.85
H 1.26096 5.10556 -4.71485 -0.23 0.68 0.71
H 2.18296 4.97453 -3.14608 -0.46 0.57 -0.07
H 1.53760 2.45260 -3.98882 0.20 -0.28 -0.32
H 2.76079 3.06393 -2.92483 0.12 -0.54 0.22
H 3.54141 1.28894 -5.36476 -0.53 -0.06 -0.18
H 3.57487 0.83504 -3.63487 -0.21 -0.27 0.02
H 6.76961 1.45303 -3.89276 -0.03 0.40 -0.14
H 6.09791 1.55668 -5.58659 0.93 -0.20 -0.06
H 5.63677 0.29049 -4.54383 -0.66 -0.09 0.49
C -6.81404 -5.48305 -1.40447 -0.37 0.30 -0.03
O -6.24727 -5.18463 -0.13007 1.03 -0.60 1.06
C -5.90926 -6.25015 0.73989 0.36 0.71 -0.87
C -4.58537 -6.97312 0.41433 0.59 0.12 -0.76
N -3.41258 -6.03997 0.14921 0.09 -0.16 0.30
H -3.64659 -5.38439 -0.58261 -0.48 0.41 -1.55
H -3.34336 -5.45674 0.97088 0.43 0.42 0.28
C -2.06826 -6.72123 -0.19138 -0.35 1.10 0.33
C -1.06309 -5.72411 -0.81568 -0.13 -0.44 -1.08
O -0.81842 -4.67115 0.05128 0.70 1.97 1.57
C 0.15298 -3.64681 -0.34467 -0.26 -0.12 -0.54
H -7.81543 -5.89251 -1.27158 -0.16 0.02 -0.01
H -6.24036 -6.12726 -2.07079 0.45 0.07 0.25
H -6.85683 -4.48472 -1.83990 -0.23 -0.29 -0.37
H -6.74348 -6.94662 0.82419 0.16 -0.46 -0.07
H -5.73963 -5.84839 1.73884 -0.31 0.52 0.12
H -4.60520 -7.57123 -0.49670 -0.32 -0.33 0.30
H -4.25554 -7.50019 1.30960 -0.27 -0.64 -0.26
H -2.31194 -7.53936 -0.86916 0.20 0.13 0.00
H -1.68492 -7.07892 0.76425 -0.04 -0.30 -0.07
H -1.44491 -5.37607 -1.77546 -0.37 0.06 -0.21
H -0.10012 -6.18971 -1.02548 -0.06 -0.77 -0.05
H 1.16941 -3.98896 -0.53935 -0.06 -1.03 -0.21
H 0.36103 -2.89508 0.41672 -0.93 -0.20 0.42
H -0.16781 -3.09924 -1.23088 -0.26 -0.11 -0.08
C 2.86389 -4.96222 -3.27004 0.34 0.63 -0.31
O 3.95666 -4.07690 -3.57274 0.00 1.05 0.27
C 3.82357 -2.64448 -3.45758 1.06 -0.44 0.31
C 3.76909 -2.03061 -2.02610 -0.68 -0.73 -0.05
N 4.99843 -2.49197 -1.21281 -0.84 0.38 -0.27
H 5.08212 -3.49826 -1.23482 -0.32 -0.57 -0.12
H 5.76470 -2.18833 -1.79653 0.61 0.37 -0.07
C 5.31295 -2.02566 0.21793 -0.82 1.41 -0.67
C 5.14699 -0.48220 0.37605 2.03 -1.70 0.71
O 6.07060 0.14764 -0.49407 -0.59 -0.34 -0.22
C 5.56010 1.39041 -0.96222 -0.43 -0.82 -0.68
H 3.19052 -5.92586 -3.66093 0.12 -0.08 0.63
H 1.92278 -4.78428 -3.79038 0.01 0.69 -0.14
H 2.69069 -4.90678 -2.19532 -0.15 -0.58 0.12
H 3.11521 -2.23364 -4.17698 -0.62 0.05 0.61
H 4.77345 -2.23361 -3.79963 0.34 -0.42 -0.55
H 2.83658 -2.29095 -1.52534 0.23 0.01 0.39
H 3.83801 -0.94558 -2.10395 -0.10 -0.06 0.03
H 6.33689 -2.38565 0.31830 -0.07 0.30 0.53
H 4.63029 -2.42566 0.96764 0.05 -0.66 -0.38
H 5.53149 -0.29365 1.37840 -0.32 -0.09 0.45
H 4.09529 -0.19808 0.41208 -0.07 0.37 -0.78
H 6.20051 1.70902 -1.78470 0.08 0.41 0.47
H 5.43906 2.08445 -0.13050 0.13 0.37 -0.23
H 4.59328 1.13460 -1.39573 -0.36 0.73 -0.04
C -3.63431 5.57998 -6.56085 1.08 -0.48 -1.13
O -3.35869 4.29707 -6.00351 -0.51 -0.71 0.68
C -2.03104 3.84722 -6.06444 1.76 1.41 -0.13
C -1.75077 2.48869 -5.48382 -1.52 -0.50 0.61
N -2.36864 2.37710 -4.08300 0.31 -1.57 -0.72
H -2.03686 3.16907 -3.55120 0.33 1.28 0.81
H -3.36648 2.39195 -4.23852 -0.42 0.41 0.40
C -1.94167 1.14103 -3.28641 -0.03 1.13 0.89
C -2.48333 1.25314 -1.79461 -0.68 -0.94 -0.47
O -3.88578 1.50284 -1.70356 -0.01 1.44 -1.10
C -4.86038 0.50615 -2.00867 0.56 -0.01 1.17
H -3.08088 6.41975 -6.14062 -0.13 -0.11 0.89
H -4.70969 5.75422 -6.59685 0.22 -0.16 0.25
H -3.22236 5.55278 -7.56964 -0.41 0.07 -0.49
H -1.35021 4.56487 -5.60666 -0.14 0.29 0.93
H -1.53683 3.85280 -7.03595 -0.73 -0.35 -0.87
H -0.68481 2.26375 -5.44866 -0.16 0.20 -0.05
H -2.28586 1.72463 -6.04774 0.29 -0.16 -0.18
H -0.86838 1.32008 -3.35044 0.19 -0.78 0.62
H -2.20544 0.19718 -3.76356 -0.16 0.29 -0.27
H -1.92326 2.00637 -1.24047 -0.46 0.60 -0.36
H -2.38961 0.37773 -1.15198 1.01 -0.77 -0.70
H -4.92417 -0.12936 -1.12541 -0.18 -0.33 0.14
H -4.68590 -0.16708 -2.84797 0.27 0.37 -0.40
H -5.81594 1.02595 -2.07793 0.15 -0.02 -0.32
C -3.53002 -2.38536 0.31496 -1.37 0.61 -1.24
O -4.54241 -3.08876 1.07635 1.12 0.58 0.93
C -5.47274 -2.13475 1.64072 -0.60 -1.21 0.23
C -6.46282 -2.83623 2.58135 0.03 -0.26 1.47
N -5.77957 -3.47422 3.80212 -1.63 -1.94 0.31
H -5.14123 -4.18805 3.48107 0.31 -0.13 -0.02
H -5.30453 -2.76678 4.34430 0.61 1.77 0.62
C -6.72633 -4.10738 4.95452 0.20 0.87 -1.70
C -7.63967 -5.22164 4.52208 -1.63 0.45 -0.57
O -8.79367 -4.78245 3.73448 1.17 0.02 -0.10
C -9.67935 -3.84051 4.30706 -0.97 -0.58 2.39
H -2.78413 -3.00695 -0.18040 -0.03 -0.49 0.72
H -3.10137 -1.49402 0.77307 0.28 -0.43 0.80
H -4.05038 -1.94399 -0.53505 -0.14 -0.01 -0.30
H -6.09630 -1.76800 0.82539 0.07 0.44 -0.07
H -4.98405 -1.33185 2.19267 0.23 0.05 -0.12
H -7.12027 -3.56688 2.11018 0.39 -0.20 -0.08
H -7.11315 -2.15686 3.13238 -0.01 0.66 -0.68
H -7.32848 -3.24357 5.23623 0.30 0.01 0.37
H -6.10336 -4.44560 5.78253 0.30 0.38 -0.23
H -8.00258 -5.71311 5.42478 -0.12 0.15 0.33
H -7.17480 -6.03395 3.96337 0.13 0.25 -0.34
H -10.72468 -4.00327 4.04458 0.33 0.23 -1.52
H -9.42310 -2.78869 4.43397 0.46 0.13 -1.19
H -9.90474 -4.05504 5.35170 0.77 -0.60 0.79
C 1.59043 -6.91256 5.95180 0.14 0.91 1.18
O 1.24449 -5.87247 5.03094 -0.47 -1.33 -0.98
C 1.06183 -6.39138 3.70786 0.80 0.56 0.45
C 0.56330 -5.25206 2.82674 -1.45 -0.64 0.69
N -0.60331 -4.47997 3.56604 1.27 0.43 -1.63
H -1.38308 -5.08715 3.77434 -0.21 -0.32 -0.12
H -0.23667 -4.18627 4.46014 0.29 0.29 0.71
C -1.04643 -3.15859 2.85524 0.64 -1.72 -0.26
C -1.89606 -2.34132 3.78372 1.32 0.16 1.19
O -1.09215 -2.23505 4.97038 0.33 0.00 -0.88
C -1.82524 -1.87967 6.11744 -1.03 0.34 0.16
H 0.72875 -7.42632 6.37802 -0.27 -0.29 -0.62
H 1.98710 -6.38324 6.81815 0.33 -0.04 -0.09
H 2.34989 -7.60280 5.58452 -0.12 0.03 -0.24
H 0.50844 -7.32287 3.58876 -1.19 0.19 0.75
H 2.00107 -6.79654 3.33131 0.63 0.65 -0.26
H 0.11050 -5.72306 1.95425 0.14 0.57 -0.21
H 1.35461 -4.55297 2.55620 -0.37 0.19 0.22
H -1.51805 -3.42808 1.91023 -0.15 -0.06 0.16
H -0.06213 -2.75867 2.61172 -0.37 0.68 0.22
H -2.83641 -2.80787 4.07724 -0.32 -0.14 -0.34
H -2.08598 -1.36441 3.33911 -0.26 0.08 0.03
H -2.61886 -2.61553 6.24694 -0.04 -0.25 0.51
H -2.36992 -0.94383 5.99240 0.19 0.27 -0.11
H -1.17098 -1.80317 6.98588 0.05 -0.23 -0.24


Record 2
27
Properties=species:S:1:pos:R:3:forces:R:3 method="wB97M-V/def2-TZVPD" multiplicity=1 orbital_gap_ev=8.916 e_lumo_ev=0.95 e_homo_ev=-7.961 de_lowest_kcal_mol=76.8
C -0.54022 -3.41353 2.08413 -0.41 3.44 -4.28
C 2.14013 -1.32632 0.28801 0.71 2.80 -0.85
C 0.75494 -1.53372 0.53101 -0.09 0.21 -1.09
C 0.57826 -2.78958 1.16419 3.07 -2.56 2.28
C 1.88997 -3.32033 1.28039 -1.94 6.42 -3.58
C 1.74693 0.81817 -0.88028 -1.42 -0.59 1.29
C 2.64882 -0.03264 -0.23711 1.26 -2.36 -0.55
C 0.33224 0.47438 -0.78607 0.84 -0.42 1.05
C -0.16501 -0.65772 -0.05737 4.07 3.20 -1.77
N 2.88037 -2.42692 0.65051 -4.60 -1.18 1.36
H 1.95069 1.81854 -1.31968 0.38 -1.06 0.33
H 3.82423 0.01453 -0.27256 -2.51 0.41 -0.04
H -0.34555 1.24075 -1.18565 0.03 -0.73 0.08
H -1.17073 -0.72075 -0.10036 -3.17 -0.82 0.47
H 3.84797 -2.46318 0.78869 1.25 -0.03 0.18
H 2.12361 -4.13951 1.74426 1.73 -4.53 2.40
H -0.16439 -3.92461 2.85161 1.99 -1.88 3.07
H -1.16249 -4.11379 1.54852 -0.65 0.24 -0.28
H -1.04555 -2.52312 2.47847 -0.55 -0.57 -0.08
C -2.94163 3.54644 -0.73989 -2.66 -1.25 -0.98
C -1.96896 3.66822 -1.97511 -0.39 0.43 1.39
H -4.01624 3.24827 -0.93533 1.03 -0.76 -0.90
H -2.72617 2.84401 0.08428 0.56 0.93 -0.16
H -3.33441 4.53225 -0.52050 1.15 0.50 1.28
H -0.98566 3.29936 -1.64490 -0.18 0.40 -0.15
H -1.96296 4.81725 -1.91230 0.68 -1.77 -1.83
H -2.18820 3.06355 -2.92696 -0.17 1.53 1.34


Record 3
11
Properties=species:S:1:pos:R:3:forces:R:3 method="wB97M-V/def2-TZVPD" multiplicity=1 orbital_gap_ev=2.824 e_lumo_ev=-3.08 e_homo_ev=-5.904 de_lowest_kcal_mol=107.1 charge=-1
In 2.74301 -20.24334 -7.59828 -2.13 1.59 0.89
S 5.50143 -18.77497 -8.85658 1.09 2.42 0.31
O 5.60753 -17.49002 -8.15459 -0.20 -0.25 0.58
O 4.19996 -18.83139 -9.53012 -2.40 -0.93 -0.82
O 6.57095 -18.70539 -9.85090 -0.17 -0.91 0.05
O 5.54979 -19.90833 -7.93379 -0.05 -1.47 0.82
S -0.09075 -20.14998 -6.26086 0.29 1.44 -2.93
O 0.11253 -19.08980 -7.28949 -0.01 1.25 -1.31
O 1.08966 -19.93067 -5.41615 3.02 -0.65 2.29
O -1.35148 -20.05902 -5.56333 -0.05 -0.32 0.33
O 0.12675 -21.38726 -7.03959 0.60 -2.18 -0.21